Entry 1:
The following is a DFT calculation (the ωB97M-V functional and the def2-TZVPD basis) of a molecular structure, C27H33Br2ClN2O2Ta in a non-equilibrium geometry.

```
68
Properties=species:S:1:pos:R:3
Ta -1.2114 0.1919 0.3485
C 1.3754 -3.7663 2.0021
C 0.1522 -2.9145 1.9137
C 0.1504 -1.6208 2.4837
C -1.0428 -0.9347 2.7023
C -1.1761 0.0460 3.8321
C -2.1775 -1.3686 1.9518
C -2.1839 -2.6293 1.3022
C -3.4225 -3.1293 0.6454
C -1.0308 -3.4076 1.3733
H 1.2721 -4.4309 2.8659
H 2.2778 -3.1755 2.1519
H 1.4913 -4.4064 1.1277
H 1.0558 -1.2641 2.9632
H -0.3138 0.7051 3.9227
H -1.2434 -0.5435 4.7482
H -2.0803 0.6403 3.7568
H -3.1380 -0.9070 2.1559
H -3.1935 -3.6831 -0.2637
H -4.1196 -2.3253 0.4219
H -3.9287 -3.8238 1.3236
H -1.0530 -4.4168 0.9787
Br -0.3274 -2.1385 -1.2496
C -0.3018 -1.7987 -3.2188
Br -1.4075 -0.3995 -3.8470
H -0.6553 -2.7496 -3.6043
H 0.7430 -1.5871 -3.4334
C 3.8339 -0.4147 0.8274
C 2.7968 -1.2160 0.0343
C 2.5045 -0.5868 -1.3042
C 3.2996 -0.9012 -2.3893
C 3.1428 -0.2283 -3.5987
C 2.2194 0.8071 -3.7035
C 1.4070 1.1639 -2.6330
C 0.5509 2.4035 -2.7686
C 1.4125 3.6716 -2.8077
C 1.5128 0.4040 -1.4660
N 0.6575 0.7639 -0.3108
C 1.0380 1.9075 0.2877
C 0.2136 2.4969 1.2262
C 0.2651 3.6750 1.9556
C -0.9611 3.7896 2.6393
C -1.7247 2.6851 2.3254
N -1.0338 1.8392 1.4872
H 4.0615 -0.9035 1.7762
H 3.4816 0.5958 1.0447
H 4.7627 -0.3215 0.2679
H 1.8807 -1.2947 0.6192
H 3.1615 -2.2322 -0.1223
H 4.0677 -1.6573 -2.2876
H 3.7705 -0.4873 -4.4405
H 2.1386 1.3676 -4.6252
H -0.1838 2.4895 -1.9651
H -0.0263 2.3409 -3.6928
H 2.0099 3.7859 -1.9008
H 0.7840 4.5524 -2.9146
H 2.1056 3.6489 -3.6461
H 1.9648 2.3852 -0.0181
H 1.0805 4.3810 1.9581
H -1.2638 4.5909 3.2922
H -2.7154 2.4583 2.6702
Cl -4.4826 1.2477 0.9737
C -4.4953 1.2896 -0.8292
C -3.0417 0.9975 -1.0473
O -2.6551 -0.2644 -0.8852
O -2.1171 1.8166 -1.0343
H -4.7807 2.2850 -1.1598
H -5.1536 0.5054 -1.1895
```

HOMO energy (eV): -16.96
Energy relative to the best compared isomer or geometry (same formula, charge and spin) (kcal per mole): 28.88
Charge: +3
Total energy (hartree): -6972.91057
LUMO level (eV): -11.73
Molar mass (g/mol): 793.78



Entry 2:
The following is a DFT calculation (the ωB97M-V functional and the def2-TZVPD basis) of a molecular structure, C27H33BrFN6O10SW in a non-equilibrium geometry.

```
80
Properties=species:S:1:pos:R:3
W 0.2980 -0.8865 -0.7178
Br 0.4802 0.3010 2.7914
C 2.0046 0.4903 1.6811
C 3.1342 1.0301 2.2451
C 4.3114 1.1034 1.4965
C 4.2854 0.5898 0.2136
C 3.1015 0.0626 -0.2825
N 1.9127 0.0142 0.4178
C 3.0244 -0.5513 -1.6337
O 3.9437 -0.6033 -2.4137
O 1.7976 -1.0092 -1.8466
H 3.0960 1.3746 3.2643
H 5.2031 1.5277 1.9239
H 5.1541 0.5618 -0.4253
C -0.8720 3.3211 1.7998
C -2.1659 2.9498 1.0918
N -2.6301 1.6079 1.4507
C -3.6809 1.6171 2.4582
C -5.0450 1.8559 1.8205
C -2.1185 0.4998 0.9480
C -2.6675 -0.8216 1.3882
N -1.1051 0.5123 0.0764
H -0.6977 4.3873 1.6408
H -0.0132 2.7829 1.4050
H -0.9505 3.1293 2.8660
H -2.0626 3.0489 0.0089
H -2.9381 3.6574 1.3936
H -3.4522 2.4283 3.1521
H -3.6746 0.6887 3.0228
H -5.0409 2.7736 1.2393
H -5.7958 1.9460 2.5981
H -5.3225 1.0362 1.1633
H -3.7534 -0.8366 1.3437
H -2.3622 -1.0328 2.4141
H -2.2729 -1.6169 0.7564
H -0.8594 1.4868 -0.1366
F 3.5871 -7.5072 1.4343
C 2.9463 -6.4881 0.8696
C 2.7480 -5.3484 1.5580
N 2.1432 -4.2596 0.9837
C 1.9407 -3.0223 1.7094
C 0.4049 -2.7085 1.8211
O -0.2512 -3.1940 2.7040
O -0.0450 -1.9088 0.9032
C 1.7269 -4.2820 -0.3198
O 1.2436 -3.2833 -0.8661
N 1.8771 -5.4592 -0.9751
C 2.4388 -6.6649 -0.4909
O 2.4509 -7.6487 -1.1684
H 3.0765 -5.2601 2.5821
H 2.4472 -2.2097 1.1700
H 2.3505 -3.1186 2.7153
H 1.5489 -5.5029 -1.9367
N 0.1284 0.8269 -2.5049
C 0.2426 2.2180 -2.0943
C -0.8193 3.0939 -2.3002
C -0.7070 4.4106 -1.8790
C 0.4457 4.8340 -1.2544
C 1.5081 3.9777 -1.0576
C 1.4169 2.6649 -1.4956
S 0.3671 6.4718 -0.4285
O -0.4724 6.0214 0.6842
O 1.7380 6.7615 -0.0915
O -0.2947 7.3124 -1.3930
H -0.7273 0.7472 -3.0661
H 0.9090 0.6079 -3.1408
H -1.7220 2.7451 -2.7850
H -1.4977 5.1281 -2.0242
H 2.3983 4.3530 -0.5807
H 2.2645 1.9979 -1.3993
C -3.3223 -2.6042 -2.1920
O -2.2975 -1.8504 -1.5321
C -1.0154 -1.8523 -1.9442
C -0.7153 -2.6149 -3.2043
H -3.4197 -2.3119 -3.2399
H -4.2451 -2.3748 -1.6635
H -3.1251 -3.6764 -2.1278
H -1.2792 -2.2160 -4.0547
H -1.0069 -3.6661 -3.1032
H 0.3499 -2.5661 -3.4340
```

HOMO energy (spin up / spin down) (eV): -10.22 / -10.22
Energy relative to the best compared isomer or geometry (same formula, charge and spin) (kcal per mole): 1.91
Charge: +1
Total energy (hartree): -5268.57467
LUMO level (spin up / spin down) (eV): -5.14 / -5.17
Molar mass (g/mol): 916.40



Entry 3:
The following is a DFT calculation (the ωB97M-V functional and the def2-TZVPD basis) of a molecular structure, C27H33Cl3CoN7S3.

```
74
Properties=species:S:1:pos:R:3
Co 0.0428 -0.7254 -1.7813
N -2.5229 1.4193 -2.8035
C -1.9805 0.5804 -3.7228
N -0.9224 -0.1668 -3.5057
C -0.6434 -0.9606 -4.6084
C -1.4742 -0.8091 -5.6601
S -2.6718 0.3765 -5.2905
C 0.4785 -1.8795 -4.4626
C 1.0343 -2.6562 -5.4124
S 2.2637 -3.6380 -4.7112
C 1.9391 -2.9282 -3.1636
N 1.0166 -1.9892 -3.1833
N 2.5596 -3.3947 -2.0659
H -1.8798 1.7324 -2.0817
H -3.1843 2.1016 -3.1335
H -1.4743 -1.3322 -6.6018
H 0.7911 -2.7182 -6.4599
H 3.3748 -3.9724 -2.1681
H 2.4692 -2.8723 -1.2062
C 5.2775 -0.4698 -0.0638
C 4.5049 -0.0226 -1.1595
C 3.1606 -0.2575 -1.1950
C 2.4918 -0.9495 -0.1433
C 1.0764 -1.2065 -0.1972
C 0.5291 -1.7837 0.9290
C 1.2910 -2.1720 2.0545
C 2.6425 -1.9901 2.0703
C 3.2744 -1.3611 0.9706
C 4.6739 -1.1193 0.9725
H 6.3450 -0.2902 -0.0474
H 4.9833 0.5105 -1.9717
H 2.5817 0.0881 -2.0405
H -0.5414 -1.9537 0.9916
H 0.7945 -2.6367 2.8998
H 3.2435 -2.3095 2.9138
H 5.2549 -1.4526 1.8253
C -4.3987 0.5430 0.9640
C -4.1924 0.7932 2.4553
C -2.8471 1.4413 2.7774
C -1.6501 0.5454 2.4264
N -1.1265 0.8201 1.0883
C 0.0140 1.3238 0.6387
S 0.1959 1.5060 -1.0845
N 1.0529 1.6748 1.3823
C 1.1841 1.8709 2.8287
C 0.3646 3.0263 3.3943
C 0.7856 4.4198 2.9216
C 0.2855 4.8045 1.5307
H -5.4046 0.1778 0.7562
H -3.7088 -0.2153 0.5771
H -4.2533 1.4588 0.3841
H -4.2687 -0.1544 2.9987
H -4.9949 1.4275 2.8352
H -2.8040 1.7040 3.8360
H -2.7533 2.3774 2.2182
H -1.9644 -0.5030 2.4252
H -0.8546 0.6191 3.1568
H -1.7683 0.6181 0.3375
H 1.8161 2.0163 0.8198
H 2.2454 2.0575 2.9935
H 0.9672 0.9351 3.3433
H 0.4585 2.9661 4.4817
H -0.6965 2.8765 3.1701
H 1.8761 4.5053 2.9681
H 0.4003 5.1465 3.6395
H 0.7332 4.2081 0.7349
H 0.5096 5.8497 1.3162
H -0.7994 4.6818 1.4637
Cl -3.7169 -4.8362 -1.4831
C -2.7401 -4.0190 -0.2624
Cl -1.5853 -5.1334 0.4759
Cl -3.7770 -3.2955 0.9815
C -1.9868 -2.9409 -0.9037
N -1.3966 -2.0880 -1.3738
```

<S²>: 0.78
HOMO energy (spin up / spin down) (eV): -10.08 / -10.04
Energy relative to the best compared isomer or geometry (same formula, charge and spin) (kcal per mole): 2.25
Charge: +1
2S+1: 2
Total energy (hartree): -5389.72364
LUMO level (spin up / spin down) (eV): -2.10 / -2.08
Molar mass (g/mol): 717.10



Which value of molar mass does entry 3 give? 717.10 g/mol